Record 1
The following is a quantum chemistry calculation of C43H49BiN6O as an isolated structure, from the OMol25 dataset.

The orbital gap (spin up / spin down) is 6.4 / 5.2 eV. As for the total energy: -2286.315123 Eh. Its lowest unoccupied orbital energy (spin up / spin down) is -0.0220 / -0.0419 Eh. As for the relative energy (zero: lowest compared OMol25 entry of this formula, charge and spin): 13.7 kcal per mole.

ORCA input file:
```
! wB97M-V def2-TZVPD RIJCOSX def2/J DEFGRID3
* xyz 0 1
Bi 0.80 -0.47 -0.19
C 5.83 2.05 1.05
C 5.72 1.93 -0.33
C 4.50 1.67 -0.92
C 3.34 1.55 -0.15
C 3.46 1.69 1.24
C 4.69 1.93 1.83
N 2.09 1.26 -0.72
C 1.82 1.74 -2.01
C 2.10 3.04 -2.42
C 1.78 3.46 -3.70
C 1.15 2.60 -4.60
C 0.86 1.31 -4.22
C 1.19 0.87 -2.94
N 0.95 -0.41 -2.46
N 0.71 -1.38 -3.31
C 0.54 -2.57 -2.68
C 0.37 -3.74 -3.46
C 0.27 -4.95 -2.84
C 0.33 -5.02 -1.43
C 0.47 -3.85 -0.74
N 0.55 -2.65 -1.33
H 6.79 2.24 1.51
H 6.60 2.01 -0.95
H 4.43 1.56 -2.00
H 2.57 1.62 1.85
H 4.75 2.04 2.90
H 2.60 3.70 -1.73
H 2.01 4.48 -4.00
H 0.90 2.95 -5.60
H 0.40 0.60 -4.89
H 0.34 -3.63 -4.53
H 0.16 -5.85 -3.42
H 0.28 -5.96 -0.91
H 0.51 -3.84 0.35
C -2.32 1.20 1.39
C -2.85 0.14 0.71
C -2.84 0.53 -0.75
C -2.20 1.75 -0.83
C -1.94 2.24 0.48
C -1.47 3.62 0.85
C -2.07 4.65 -0.12
C 0.06 3.69 0.75
C -1.90 3.97 2.28
C -3.49 -0.08 -1.99
C -4.78 -0.85 -1.70
C -3.87 1.05 -2.97
C -2.49 -0.99 -2.72
C -3.22 -1.16 1.41
C -2.68 -2.38 0.65
C -2.58 -1.20 2.81
C -4.74 -1.29 1.64
H -2.22 1.26 2.46
H -2.02 2.30 -1.74
H -1.71 4.49 -1.14
H -1.78 5.65 0.19
H -3.16 4.59 -0.13
H 0.39 3.52 -0.28
H 0.55 2.95 1.38
H 0.40 4.68 1.06
H -2.97 3.84 2.41
H -1.65 5.01 2.49
H -1.38 3.35 3.01
H -5.49 -0.24 -1.15
H -4.61 -1.77 -1.16
H -5.24 -1.12 -2.65
H -4.47 1.82 -2.48
H -4.44 0.63 -3.80
H -2.99 1.53 -3.40
H -2.17 -1.84 -2.11
H -1.60 -0.43 -3.00
H -2.94 -1.38 -3.63
H -1.59 -2.36 0.63
H -3.02 -2.43 -0.37
H -2.99 -3.30 1.16
H -1.50 -1.04 2.75
H -2.75 -2.19 3.25
H -3.01 -0.46 3.48
H -5.30 -1.49 0.73
H -5.13 -0.37 2.08
H -4.93 -2.11 2.34
O 2.65 -1.43 0.29
C 2.96 -2.36 1.17
C 3.72 -3.45 0.71
C 4.11 -4.47 1.55
C 3.76 -4.45 2.90
C 3.04 -3.38 3.37
C 2.64 -2.32 2.54
C 1.93 -1.18 3.13
N 1.16 -0.32 2.50
C 0.72 0.58 3.45
C 1.24 0.26 4.66
N 2.01 -0.86 4.45
H 3.98 -3.46 -0.34
H 4.69 -5.30 1.15
H 4.05 -5.25 3.56
H 2.75 -3.37 4.42
H 0.06 1.39 3.19
H 1.15 0.72 5.63
H 2.58 -1.33 5.13
*
```

Record 2
The following is a quantum chemistry calculation of C43H49Br6F5N4O7S2SiSn as an isolated structure in a non-equilibrium geometry, from the OMol25 dataset.

The orbital gap is 5.6 eV. As for the total energy: -19657.454306 Eh. Its lowest unoccupied orbital energy is 0.1134 Eh. As for the relative energy (zero: lowest compared OMol25 entry of this formula, charge and spin): 1.9 kcal per mole.

ORCA input file:
```
! wB97M-V def2-TZVPD RIJCOSX def2/J DEFGRID3
* xyz -2 1
Sn 0.59 0.44 -0.13
Br -4.58 -2.43 -3.50
C -4.44 -2.41 -5.49
Br -3.09 -1.13 -6.11
H -5.42 -2.13 -5.90
H -4.08 -3.38 -5.79
Br -1.56 4.68 -5.26
C -0.39 3.60 -4.28
C 1.02 3.70 -4.32
Br 1.92 5.31 -4.79
C 1.83 2.76 -3.61
Br 3.75 2.53 -3.71
C 1.21 2.02 -2.56
O 1.84 1.29 -1.70
C -0.24 1.91 -2.52
O -0.84 1.20 -1.55
C -0.97 2.53 -3.52
Br -2.75 1.83 -3.77
F 2.12 6.04 6.31
C 1.45 4.87 6.22
C 1.79 3.77 7.00
F 2.80 3.72 7.88
C 1.15 2.59 6.65
F 1.64 1.41 7.15
C -0.07 2.52 6.00
S -0.82 1.08 5.52
C -0.62 3.83 5.78
F -1.95 3.89 5.77
C 0.17 4.93 5.66
F -0.26 6.18 5.38
N 6.16 1.70 2.41
C 5.91 0.39 2.28
N 6.32 -0.10 1.13
C 6.94 0.92 0.45
C 7.52 0.97 -0.87
C 7.76 2.24 -1.39
C 7.51 3.41 -0.65
C 7.15 3.33 0.76
C 6.86 2.10 1.24
H 5.68 2.38 3.00
H 5.45 -0.19 3.06
H 7.57 0.04 -1.47
H 8.14 2.37 -2.40
H 7.41 4.39 -1.21
H 7.14 4.21 1.40
C -5.10 1.35 -1.23
C -5.20 0.72 0.22
C -3.72 0.36 0.70
N -2.81 1.50 0.81
C -2.12 1.92 1.87
S -0.55 2.58 1.67
N -2.65 1.86 3.05
C -4.02 2.01 3.47
O -4.59 1.34 4.30
C -4.81 3.12 2.79
C -6.21 3.18 2.94
C -6.96 4.28 2.54
C -6.40 5.37 1.88
C -5.02 5.37 1.72
C -4.23 4.28 2.15
H -6.07 1.31 -1.70
H -4.31 0.79 -1.79
H -4.88 2.43 -1.16
H -5.61 -0.24 -0.05
H -5.80 1.16 0.97
H -3.25 -0.32 0.04
H -3.82 -0.23 1.66
H -2.47 1.97 -0.09
H -1.91 1.72 3.84
H -6.76 2.34 3.33
H -8.05 4.51 2.83
H -7.04 6.23 1.62
H -4.62 6.24 1.22
H -3.23 4.24 1.68
C -0.76 -4.89 -3.47
C 0.16 -3.71 -3.86
C 1.12 -4.15 -4.93
C -0.72 -2.54 -4.33
O 0.96 -3.37 -2.71
Si 0.70 -2.99 -1.18
O 0.30 -1.34 -1.15
O -0.52 -3.93 -0.60
C -0.90 -4.36 0.72
C -2.37 -4.85 0.48
C -0.83 -3.17 1.62
C 0.12 -5.49 1.02
O 1.93 -3.32 -0.19
C 3.37 -3.34 -0.47
C 3.97 -3.36 0.90
C 3.59 -4.48 -1.40
C 3.70 -1.97 -1.25
H -1.02 -5.38 -4.39
H -1.69 -4.62 -2.98
H -0.27 -5.64 -2.82
H 0.55 -4.33 -5.84
H 1.64 -5.08 -4.58
H 1.85 -3.40 -5.27
H -1.16 -2.76 -5.31
H -0.09 -1.68 -4.34
H -1.48 -2.47 -3.56
H -3.00 -3.95 0.19
H -2.74 -5.29 1.36
H -2.30 -5.50 -0.32
H -1.33 -2.32 1.04
H 0.20 -2.92 1.52
H -1.23 -3.29 2.62
H 0.08 -6.13 0.13
H -0.25 -6.15 1.90
H 1.10 -5.09 1.17
H 3.89 -4.36 1.36
H 3.42 -2.57 1.42
H 5.02 -3.17 0.80
H 3.50 -5.44 -0.89
H 4.65 -4.49 -1.71
H 2.90 -4.37 -2.25
H 3.47 -1.07 -0.65
H 3.16 -1.98 -2.24
H 4.80 -1.95 -1.41
*
```

Record 3
The following is a quantum chemistry calculation of C43H49ClGeN3O5PRuS as an isolated structure in a non-equilibrium geometry, from the OMol25 dataset.

The orbital gap (spin up / spin down) is 5.8 / 6.2 eV. As for the total energy: -5579.730530 Eh. Its lowest unoccupied orbital energy (spin up / spin down) is -0.1625 / -0.1461 Eh. As for the relative energy (zero: lowest compared OMol25 entry of this formula, charge and spin): 44.1 kcal per mole.

ORCA input file:
```
! wB97M-V def2-TZVPD RIJCOSX def2/J DEFGRID3
* xyz 1 2
Ru 0.91 -0.19 1.78
O 3.31 -1.63 1.00
N 2.81 -0.32 1.20
C 3.85 0.55 1.29
C 3.84 1.93 1.17
C 5.10 2.60 1.12
C 5.19 3.96 0.98
C 4.04 4.75 0.92
C 2.80 4.14 0.97
C 2.67 2.76 1.09
P 0.98 2.11 1.08
C 0.10 3.10 2.32
C 0.79 3.63 3.41
C 0.10 4.26 4.43
C -1.28 4.34 4.38
C -1.97 3.82 3.30
C -1.29 3.20 2.27
C 0.39 2.72 -0.53
C 0.62 1.92 -1.65
C 0.34 2.40 -2.91
C -0.13 3.70 -3.07
C -0.37 4.49 -1.96
C -0.12 4.00 -0.69
H 2.79 -2.26 1.54
H 4.82 0.05 1.39
H 5.99 2.00 1.17
H 6.16 4.42 0.93
H 4.12 5.82 0.82
H 1.91 4.75 0.92
H 1.87 3.53 3.46
H 0.64 4.65 5.28
H -1.83 4.80 5.19
H -3.05 3.90 3.25
H -1.81 2.80 1.42
H 1.01 0.92 -1.51
H 0.52 1.79 -3.78
H -0.33 4.08 -4.06
H -0.75 5.49 -2.08
H -0.32 4.62 0.18
C -5.00 -1.47 -2.64
C -4.27 -0.17 -2.53
C -4.22 0.67 -3.63
C -3.67 1.94 -3.52
Cl -3.64 2.97 -4.90
C -3.15 2.38 -2.31
C -3.13 1.52 -1.23
C -3.68 0.24 -1.32
O -3.68 -0.67 -0.31
C -3.16 -0.35 0.95
C -1.63 -0.15 1.01
O -0.94 -0.18 -0.02
O -1.15 0.03 2.16
H -4.95 -1.86 -3.66
H -6.05 -1.32 -2.40
H -4.61 -2.21 -1.95
H -4.65 0.35 -4.56
H -2.73 3.37 -2.23
H -2.67 1.85 -0.31
H -3.41 -1.20 1.59
H -3.63 0.55 1.37
C -2.01 -3.16 -4.18
C -2.10 -3.74 -2.77
C -1.49 -2.81 -1.72
N -0.08 -2.64 -1.97
C 0.87 -2.63 -1.05
S 0.48 -2.68 0.60
N 2.17 -2.62 -1.43
C 2.75 -2.99 -2.66
O 3.83 -2.54 -2.95
C 2.02 -3.98 -3.49
C 1.35 -5.07 -2.93
C 0.74 -6.01 -3.75
C 0.80 -5.87 -5.13
C 1.48 -4.80 -5.70
C 2.10 -3.87 -4.88
H -2.62 -3.75 -4.86
H -0.99 -3.20 -4.56
H -2.35 -2.13 -4.19
H -1.59 -4.71 -2.73
H -3.14 -3.90 -2.50
H -1.61 -3.22 -0.72
H -1.97 -1.82 -1.75
H 0.19 -2.57 -2.95
H 2.84 -2.25 -0.75
H 1.32 -5.20 -1.86
H 0.23 -6.85 -3.32
H 0.32 -6.60 -5.77
H 1.54 -4.70 -6.77
H 2.65 -3.04 -5.31
C -1.25 -0.43 5.45
Ge 0.70 -0.61 5.18
C 1.69 1.11 5.42
C 1.40 -1.87 6.58
C 1.20 -1.45 3.45
H -1.43 -0.02 6.45
H -1.73 -1.41 5.40
H -1.71 0.22 4.72
H 1.95 1.23 6.46
H 1.07 1.95 5.12
H 2.60 1.11 4.83
H 1.13 -1.46 7.54
H 2.48 -1.96 6.53
H 0.96 -2.86 6.49
H 0.58 -2.35 3.32
H 2.25 -1.74 3.53
*
```

Record 4
The following is a quantum chemistry calculation of C43H50Br2Cl3NOP3RbS2 as an isolated structure in a non-equilibrium geometry, from the OMol25 dataset.

The orbital gap is 5.7 eV. As for the total energy: -10171.806106 Eh. Its lowest unoccupied orbital energy is 0.1331 Eh. As for the relative energy (zero: lowest compared OMol25 entry of this formula, charge and spin): 4.7 kcal per mole.

ORCA input file:
```
! wB97M-V def2-TZVPD RIJCOSX def2/J DEFGRID3
* xyz -2 1
Rb 1.47 -0.06 0.01
C 1.49 5.44 -3.26
C 1.91 4.15 -2.58
C 2.81 4.48 -1.40
P 0.82 2.73 -2.21
C -0.83 3.56 -1.84
C -2.00 2.55 -1.77
C -0.79 4.36 -0.56
C 0.52 2.01 -3.88
C 0.57 2.69 -5.10
C 0.50 2.01 -6.33
C 0.20 0.67 -6.26
C 0.16 -0.04 -5.06
C 0.26 0.63 -3.81
N 0.02 -0.01 -2.65
C 0.40 -1.29 -2.48
C 1.58 -1.83 -2.94
C 2.04 -3.06 -2.45
C 1.23 -3.80 -1.59
C 0.02 -3.28 -1.18
C -0.44 -2.04 -1.62
P -1.98 -1.22 -1.14
C -2.99 -2.56 -0.35
C -3.47 -3.73 -1.19
C -4.21 -2.06 0.42
C -2.77 -0.85 -2.84
C -2.86 -1.87 -3.89
C -4.10 -0.15 -2.59
H 2.35 6.07 -3.43
H 0.85 6.04 -2.59
H 1.00 5.26 -4.26
H 2.53 3.65 -3.33
H 2.24 4.85 -0.53
H 3.65 5.14 -1.72
H 3.35 3.54 -1.10
H -1.06 4.19 -2.67
H -1.73 1.65 -1.14
H -2.34 2.14 -2.71
H -2.76 3.11 -1.28
H -0.76 3.70 0.31
H -1.71 4.96 -0.51
H 0.09 4.99 -0.52
H 0.87 3.70 -5.14
H 0.67 2.54 -7.24
H 0.03 0.08 -7.18
H 0.03 -1.11 -5.11
H 2.25 -1.27 -3.61
H 3.00 -3.48 -2.82
H 1.46 -4.81 -1.25
H -0.53 -3.93 -0.48
H -2.29 -2.95 0.38
H -4.38 -3.64 -1.77
H -3.66 -4.63 -0.54
H -2.66 -4.02 -1.88
H -4.99 -1.72 -0.32
H -4.00 -1.11 1.01
H -4.62 -2.80 1.10
H -2.07 -0.11 -3.13
H -3.75 -2.50 -3.62
H -1.94 -2.45 -4.15
H -3.10 -1.43 -4.83
H -4.81 -0.75 -2.06
H -4.49 0.05 -3.57
H -3.92 0.84 -2.08
Br -2.55 1.61 2.32
C -1.12 1.87 3.54
Br 0.04 3.40 3.06
H -0.47 1.00 3.46
H -1.50 2.10 4.52
Cl 9.93 -2.20 -0.71
C 8.24 -1.83 -0.76
C 7.72 -0.60 -1.09
C 6.39 -0.31 -0.94
Cl 5.86 1.29 -1.41
C 5.38 -1.23 -0.51
O 4.16 -0.97 -0.37
C 6.01 -2.49 -0.23
Cl 4.89 -3.68 0.42
C 7.35 -2.77 -0.27
H 8.37 0.20 -1.34
H 7.70 -3.71 0.09
S 0.61 -3.64 5.55
P 0.08 -1.85 4.86
S 0.92 -1.16 3.22
C 0.32 -0.65 6.23
C 1.16 0.49 6.12
C 1.36 1.37 7.21
C 0.70 1.13 8.41
C -0.05 -0.02 8.55
C -0.26 -0.87 7.47
C -1.70 -1.80 4.62
C -2.23 -2.76 3.74
C -3.65 -2.84 3.64
C -4.51 -1.88 4.26
C -3.92 -0.90 5.09
C -2.54 -0.87 5.20
H 1.65 0.63 5.11
H 1.89 2.34 7.08
H 0.90 1.73 9.30
H -0.53 -0.22 9.52
H -0.92 -1.80 7.52
H -1.60 -3.57 3.33
H -4.18 -3.64 3.07
H -5.57 -1.97 4.12
H -4.56 -0.14 5.51
H -2.14 -0.05 5.79
*
```

no.,M (u)
1,874.89
2,1519.23
3,960.05
4,1105.57